# 1
Computed, not measured: a structure of composition C23H27GeN3OS5Ti, with ωB97M-V with the def2-TZVPD basis set.

```
61
C23H27GeN3OS5Ti, DFT ωB97M-V with the def2-TZVPD basis set
Ti 0.40182 -0.55447 -0.12550
C -0.72917 -2.39264 -1.03674
C -0.20853 -1.65616 -2.11725
C 1.20702 -1.70097 -2.03025
C 1.55323 -2.48612 -0.91123
C 0.36327 -2.90042 -0.28331
H -1.77092 -2.51085 -0.78373
H -0.76305 -1.16199 -2.89659
H 1.88907 -1.20303 -2.70028
H 2.55200 -2.67782 -0.55174
H 0.29731 -3.47504 0.62702
S 2.10967 1.84667 3.08680
C 1.49951 1.30904 1.64928
S -0.07615 1.63508 1.06344
S 2.46437 0.31018 0.55325
Ge 0.08590 1.41578 -1.86915
C -1.81133 1.94927 -1.73224
C -2.82096 0.98497 -1.69076
C -4.15471 1.34308 -1.53286
C -4.50078 2.68015 -1.40260
C -3.50970 3.65236 -1.43638
C -2.18014 3.28771 -1.60099
C 0.46449 1.03478 -3.77269
C -0.54096 0.68394 -4.67402
C -0.23806 0.38530 -5.99794
C 1.07677 0.43627 -6.43688
C 2.08638 0.79497 -5.55410
C 1.78093 1.09353 -4.23294
H 0.96807 2.63828 -1.55715
H -2.57014 -0.06810 -1.78139
H -4.92248 0.57851 -1.51119
H -5.53798 2.96431 -1.27623
H -3.77409 4.69728 -1.33219
H -1.41431 4.05456 -1.61725
H -1.57456 0.66266 -4.34206
H -1.03041 0.11865 -6.68696
H 1.31406 0.20360 -7.46732
H 3.11220 0.84557 -5.89888
H 2.57386 1.38211 -3.54954
C -3.41741 0.08154 2.13333
N -2.63163 -0.89013 2.87850
C -1.40421 -1.29214 2.49360
N -0.69053 -2.05535 3.33932
O -0.97453 -0.98843 1.36488
H -4.45491 -0.24577 2.08087
H -3.02298 0.16023 1.12523
H -3.36912 1.06776 2.59501
H -2.93469 -1.12529 3.80711
H -0.92164 -2.09061 4.31640
H 0.27554 -2.26691 3.09837
S 2.58202 -2.79805 2.76218
C 3.06243 -1.91606 4.07748
N 3.91904 -0.89705 4.07165
C 4.01245 -0.10117 5.28779
C 3.66004 -1.04772 6.42770
S 2.47724 -2.22470 5.70338
H 4.10405 -0.46234 3.17598
H 3.30848 0.73022 5.22977
H 5.02042 0.29534 5.40004
H 3.20138 -0.52843 7.26485
H 4.52704 -1.60591 6.77710
```

The calculation puts the HOMO-LUMO gap at 7.3 eV. The calculation puts the molar mass at 642.30 g/mol. The total energy is -6049.56763 Eh. The value obtained for the highest occupied orbital energy is -7.43 eV. The calculation puts the energy above the lowest of the compared OMol25 structures with the same formula, charge and spin at 15.8 kcal/mol.

=====

# 2
Computed, not measured: an isolated molecule of C23H27N3O4S at a distorted geometry, with ωB97M-V with the def2-TZVPD basis set.

```
58
C23H27N3O4S, DFT ωB97M-V with the def2-TZVPD basis set
O -3.17973 -1.87189 -1.50370
C -2.98207 -1.72446 -0.31146
N -4.00017 -1.78040 0.59725
C -3.93476 -1.19267 1.91760
C -4.82077 0.08266 1.92412
N -4.94610 0.62136 0.59243
C -3.92162 1.38968 0.05012
C -2.75038 1.68700 0.75390
C -1.77227 2.49482 0.20481
C -1.92324 3.02782 -1.06191
C -3.08762 2.76098 -1.76272
C -4.07471 1.96741 -1.21574
H -4.98383 1.81264 -1.77560
H -3.23588 3.18417 -2.74559
H -1.15404 3.65186 -1.49093
H -0.87687 2.69643 0.77561
H -2.57736 1.29037 1.74158
C -5.71336 -0.27642 -0.25322
C -5.34712 -1.74777 0.06428
H -6.01848 -2.18168 0.80853
H -5.37451 -2.34932 -0.84382
H -5.48101 -0.07957 -1.29723
H -6.78440 -0.10974 -0.08858
H -5.83066 -0.16693 2.26392
H -4.42057 0.83679 2.60080
H -2.90251 -0.94182 2.15554
H -4.30321 -1.91600 2.65428
C -1.61922 -1.51435 0.23617
C -0.78590 -0.69100 -0.40345
C 0.56396 -0.32944 -0.00657
C 1.26992 -1.00992 0.98982
C 2.54568 -0.61305 1.34264
C 3.12527 0.46840 0.70545
C 2.44529 1.16446 -0.27657
C 1.17307 0.76197 -0.63490
H 0.62978 1.29889 -1.39790
H 2.91891 2.01965 -0.73287
S 4.79330 0.96203 1.14720
O 5.05115 0.50430 2.48014
O 4.94290 2.35127 0.83225
N 5.83595 0.13662 0.15420
C 5.94159 0.53351 -1.22964
H 6.99360 0.45545 -1.52682
C 5.09344 -0.37282 -2.12923
H 4.02276 -0.20686 -1.93228
O 5.40930 -1.73238 -1.91917
C 5.18664 -2.11345 -0.57882
H 4.11899 -1.99924 -0.33354
C 6.03992 -1.27439 0.37926
H 7.09941 -1.49705 0.20882
H 5.79340 -1.47626 1.42076
H 5.46084 -3.16778 -0.51698
H 5.30200 -0.17550 -3.18189
H 5.62636 1.57404 -1.29409
H 3.09975 -1.11688 2.11928
H 0.82300 -1.85872 1.48342
H -1.15968 -0.19535 -1.29045
H -1.34415 -2.05146 1.13151
```

The calculation puts the HOMO-LUMO gap at 7.6 eV. As for the SMILES: O=C(/C=C/c1ccc(S(=O)(=O)N2CCOCC2)cc1)N1CCN(c2ccccc2)CC1. The calculation puts the molar mass at 441.55 g/mol. The total energy is -1756.02343 Eh. The value obtained for the highest occupied orbital energy is -7.93 eV. The calculation puts the energy above the lowest of the compared OMol25 structures with the same formula, charge and spin at 73.9 kcal/mol.

=====

> Which value of highest occupied orbital energy does entry 1 give?

-7.43 eV

=====

> highest occupied orbital energy of number 2 (C23H27N3O4S)?

-7.93 eV

=====

> Which formula does entry 2 have?

C23H27N3O4S

=====

Copy entry 1 word for word.
Computed, not measured: a structure of composition C23H27GeN3OS5Ti, with ωB97M-V with the def2-TZVPD basis set.

```
61
C23H27GeN3OS5Ti, DFT ωB97M-V with the def2-TZVPD basis set
Ti 0.40182 -0.55447 -0.12550
C -0.72917 -2.39264 -1.03674
C -0.20853 -1.65616 -2.11725
C 1.20702 -1.70097 -2.03025
C 1.55323 -2.48612 -0.91123
C 0.36327 -2.90042 -0.28331
H -1.77092 -2.51085 -0.78373
H -0.76305 -1.16199 -2.89659
H 1.88907 -1.20303 -2.70028
H 2.55200 -2.67782 -0.55174
H 0.29731 -3.47504 0.62702
S 2.10967 1.84667 3.08680
C 1.49951 1.30904 1.64928
S -0.07615 1.63508 1.06344
S 2.46437 0.31018 0.55325
Ge 0.08590 1.41578 -1.86915
C -1.81133 1.94927 -1.73224
C -2.82096 0.98497 -1.69076
C -4.15471 1.34308 -1.53286
C -4.50078 2.68015 -1.40260
C -3.50970 3.65236 -1.43638
C -2.18014 3.28771 -1.60099
C 0.46449 1.03478 -3.77269
C -0.54096 0.68394 -4.67402
C -0.23806 0.38530 -5.99794
C 1.07677 0.43627 -6.43688
C 2.08638 0.79497 -5.55410
C 1.78093 1.09353 -4.23294
H 0.96807 2.63828 -1.55715
H -2.57014 -0.06810 -1.78139
H -4.92248 0.57851 -1.51119
H -5.53798 2.96431 -1.27623
H -3.77409 4.69728 -1.33219
H -1.41431 4.05456 -1.61725
H -1.57456 0.66266 -4.34206
H -1.03041 0.11865 -6.68696
H 1.31406 0.20360 -7.46732
H 3.11220 0.84557 -5.89888
H 2.57386 1.38211 -3.54954
C -3.41741 0.08154 2.13333
N -2.63163 -0.89013 2.87850
C -1.40421 -1.29214 2.49360
N -0.69053 -2.05535 3.33932
O -0.97453 -0.98843 1.36488
H -4.45491 -0.24577 2.08087
H -3.02298 0.16023 1.12523
H -3.36912 1.06776 2.59501
H -2.93469 -1.12529 3.80711
H -0.92164 -2.09061 4.31640
H 0.27554 -2.26691 3.09837
S 2.58202 -2.79805 2.76218
C 3.06243 -1.91606 4.07748
N 3.91904 -0.89705 4.07165
C 4.01245 -0.10117 5.28779
C 3.66004 -1.04772 6.42770
S 2.47724 -2.22470 5.70338
H 4.10405 -0.46234 3.17598
H 3.30848 0.73022 5.22977
H 5.02042 0.29534 5.40004
H 3.20138 -0.52843 7.26485
H 4.52704 -1.60591 6.77710
```

The calculation puts the HOMO-LUMO gap at 7.3 eV. The calculation puts the molar mass at 642.30 g/mol. The total energy is -6049.56763 Eh. The value obtained for the highest occupied orbital energy is -7.43 eV. The calculation puts the energy above the lowest of the compared OMol25 structures with the same formula, charge and spin at 15.8 kcal/mol.